[1]
{"formula": "C27H75N6O8", "method": "ωB97M-V/def2-TZVPD", "homo_energy_ev": -3.205, "e_lumo_ev": 2.4, "total_charge": -1, "symbols": ["C", "O", "H", "H", "H", "C", "C", "C", "O", "C", "N", "H", "H", "H", "H", "H", "H", "H", "H", "H", "H", "H", "C", "C", "C", "O", "C", "N", "H", "H", "H", "H", "H", "H", "H", "H", "H", "H", "H", "C", "C", "C", "O", "C", "N", "H", "H", "H", "H", "H", "H", "H", "H", "H", "H", "H", "C", "C", "C", "O", "C", "N", "H", "H", "H", "H", "H", "H", "H", "H", "H", "H", "H", "C", "C", "C", "O", "C", "N", "H", "H", "H", "H", "H", "H", "H", "H", "H", "H", "H", "C", "C", "C", "O", "C", "N", "H", "H", "H", "H", "H", "H", "H", "H", "H", "H", "H", "C", "C", "O", "H", "H", "H", "H", "H", "H"], "positions_angstrom": [[16.72, -10.62, 7.88], [17.92, -10.02, 8.04], [16.78, -11.73, 8.01], [15.98, -10.24, 8.65], [16.20, -10.41, 6.91], [18.28, -9.95, 4.33], [19.19, -11.02, 4.93], [19.43, -12.14, 3.94], [19.95, -13.27, 4.57], [19.97, -14.41, 3.74], [20.48, -10.37, 5.33], [17.54, -10.40, 3.66], [18.80, -9.19, 3.74], [17.75, -9.43, 5.12], [18.68, -11.45, 5.80], [20.03, -11.81, 3.07], [18.46, -12.41, 3.45], [20.70, -15.13, 4.11], [20.19, -14.13, 2.71], [18.98, -14.87, 3.75], [20.60, -9.63, 4.65], [21.22, -11.02, 5.09], [12.58, -10.82, 7.77], [12.93, -9.41, 8.20], [12.33, -8.35, 7.29], [12.62, -8.58, 5.92], [13.99, -8.58, 5.61], [12.52, -9.25, 9.62], [13.03, -11.53, 8.47], [12.94, -11.07, 6.78], [11.50, -10.98, 7.85], [14.02, -9.31, 8.16], [12.73, -7.36, 7.57], [11.24, -8.35, 7.36], [14.49, -9.53, 5.80], [14.56, -7.78, 6.11], [14.07, -8.41, 4.54], [12.93, -8.38, 9.97], [13.05, -9.95, 10.12], [19.24, -5.44, 5.95], [18.45, -6.42, 6.80], [17.04, -6.62, 6.29], [16.31, -5.42, 6.04], [15.77, -4.87, 7.22], [19.16, -7.71, 6.82], [20.24, -5.31, 6.39], [18.76, -4.47, 5.88], [19.42, -5.82, 4.94], [18.50, -6.07, 7.84], [16.49, -7.26, 7.00], [17.06, -7.18, 5.36], [16.57, -4.65, 7.94], [15.01, -5.53, 7.65], [15.24, -3.96, 6.95], [18.55, -8.46, 7.20], [19.39, -8.00, 5.88], [17.73, -12.84, 11.86], [18.71, -11.85, 11.26], [19.87, -11.56, 12.20], [20.78, -10.72, 11.56], [21.82, -10.34, 12.39], [19.23, -12.36, 9.96], [16.78, -12.81, 11.32], [17.40, -12.60, 12.88], [18.07, -13.87, 11.92], [18.25, -10.89, 11.02], [20.35, -12.50, 12.54], [19.47, -11.11, 13.12], [21.58, -9.37, 12.86], [22.72, -10.16, 11.78], [22.11, -11.07, 13.15], [18.38, -12.44, 9.41], [19.43, -13.36, 10.10], [15.29, -12.30, 4.82], [15.46, -13.31, 3.72], [14.56, -14.51, 3.90], [15.04, -15.29, 4.97], [14.06, -16.13, 5.53], [15.13, -12.68, 2.41], [15.96, -11.44, 4.71], [15.51, -12.77, 5.78], [14.29, -11.85, 4.88], [16.50, -13.67, 3.71], [14.46, -15.12, 2.99], [13.55, -14.14, 4.12], [13.59, -16.77, 4.78], [13.31, -15.51, 6.05], [14.57, -16.72, 6.29], [15.90, -12.07, 2.15], [15.11, -13.41, 1.71], [22.76, -5.83, 10.67], [21.99, -7.17, 10.74], [20.54, -6.91, 10.41], [19.74, -8.06, 10.51], [18.39, -7.71, 10.52], [22.64, -8.16, 9.87], [22.50, -5.18, 11.51], [22.48, -5.26, 9.78], [23.83, -6.04, 10.60], [22.11, -7.54, 11.76], [20.42, -6.50, 9.39], [20.18, -6.20, 11.17], [18.09, -7.09, 9.66], [18.12, -7.18, 11.45], [17.78, -8.61, 10.51], [22.97, -7.71, 9.02], [23.50, -8.48, 10.31], [14.60, -13.57, 9.87], [13.49, -14.44, 9.30], [14.10, -15.65, 8.83], [15.20, -13.21, 9.04], [15.20, -14.16, 10.56], [14.15, -12.70, 10.35], [13.05, -13.93, 8.44], [12.70, -14.63, 10.04], [13.38, -16.27, 8.65]]}


[2]
{"formula": "C27H82N10O16", "method": "ωB97M-V/def2-TZVPD", "smiles": "COCCNCCOC.COCCNCCOC.COCCNCCOC.COCCNCCOC.NC(N)=O.NC(N)=O.NC(N)=O.O.O.O.O.O", "homo_energy_ev": -8.872, "e_lumo_ev": 0.2, "symbols": ["C", "O", "C", "C", "N", "C", "C", "O", "C", "H", "H", "H", "H", "H", "H", "H", "H", "H", "H", "H", "H", "H", "H", "H", "C", "O", "C", "C", "N", "C", "C", "O", "C", "H", "H", "H", "H", "H", "H", "H", "H", "H", "H", "H", "H", "H", "H", "H", "C", "O", "C", "C", "N", "C", "C", "O", "C", "H", "H", "H", "H", "H", "H", "H", "H", "H", "H", "H", "H", "H", "H", "H", "C", "O", "C", "C", "N", "C", "C", "O", "C", "H", "H", "H", "H", "H", "H", "H", "H", "H", "H", "H", "H", "H", "H", "H", "C", "O", "N", "N", "H", "H", "H", "H", "C", "O", "N", "N", "H", "H", "H", "H", "C", "O", "N", "N", "H", "H", "H", "H", "O", "H", "H", "O", "H", "H", "O", "H", "H", "O", "H", "H", "O", "H", "H"], "positions_angstrom": [[-2.84, -0.54, 2.13], [-2.93, 0.55, 3.01], [-3.90, 1.52, 2.63], [-3.40, 2.33, 1.43], [-4.05, 2.06, 0.16], [-3.64, 3.02, -0.83], [-4.12, 2.73, -2.24], [-3.32, 1.78, -2.93], [-3.90, 1.21, -4.07], [-1.85, -1.00, 2.10], [-2.94, -0.22, 1.09], [-3.56, -1.35, 2.26], [-4.06, 2.21, 3.46], [-4.85, 0.99, 2.48], [-2.31, 2.19, 1.30], [-3.48, 3.41, 1.62], [-3.87, 1.11, -0.13], [-2.55, 3.21, -0.90], [-4.05, 4.00, -0.57], [-4.10, 3.67, -2.81], [-5.14, 2.34, -2.19], [-4.00, 1.94, -4.87], [-4.86, 0.73, -3.83], [-3.25, 0.38, -4.35], [-1.20, 5.08, 1.73], [0.19, 5.01, 1.74], [0.86, 5.82, 2.67], [2.30, 6.11, 2.30], [3.11, 4.90, 2.42], [4.42, 5.12, 1.79], [5.13, 3.77, 1.77], [4.37, 2.84, 1.04], [4.88, 1.54, 1.12], [-1.63, 4.51, 0.90], [-1.62, 6.08, 1.86], [-1.61, 4.42, 2.52], [0.84, 5.42, 3.70], [0.28, 6.74, 2.83], [2.68, 6.92, 2.93], [2.27, 6.44, 1.25], [2.72, 4.08, 1.98], [5.02, 5.82, 2.37], [4.39, 5.43, 0.73], [5.33, 3.41, 2.78], [6.14, 3.90, 1.35], [5.26, 1.26, 2.12], [5.66, 1.28, 0.39], [4.08, 0.80, 0.99], [-3.90, -5.50, 4.42], [-3.85, -4.09, 4.53], [-3.18, -3.61, 5.68], [-2.78, -2.18, 5.39], [-1.50, -2.08, 4.68], [-0.32, -2.23, 5.53], [0.92, -2.63, 4.68], [1.37, -1.72, 3.72], [2.12, -0.68, 4.30], [-2.93, -5.98, 4.58], [-4.37, -5.64, 3.45], [-4.61, -5.91, 5.16], [-2.34, -4.27, 5.90], [-3.85, -3.71, 6.54], [-2.64, -1.60, 6.31], [-3.64, -1.69, 4.95], [-1.42, -1.21, 4.18], [-0.56, -3.00, 6.26], [0.02, -1.38, 6.13], [0.70, -3.56, 4.15], [1.64, -2.98, 5.43], [2.41, 0.12, 3.61], [3.00, -1.09, 4.81], [1.54, -0.12, 5.04], [5.86, -4.96, -4.97], [4.94, -4.02, -4.44], [3.70, -4.60, -4.03], [2.65, -3.51, -4.01], [1.38, -4.03, -3.49], [0.34, -3.00, -3.57], [-0.99, -3.65, -3.16], [-1.52, -4.60, -4.09], [-2.27, -3.98, -5.11], [6.80, -4.45, -5.18], [5.54, -5.36, -5.94], [5.95, -5.71, -4.18], [3.97, -5.12, -3.11], [3.45, -5.39, -4.75], [2.56, -3.20, -5.06], [3.00, -2.67, -3.41], [1.02, -4.75, -4.12], [0.17, -2.56, -4.56], [0.40, -2.20, -2.83], [-1.69, -2.83, -2.96], [-0.84, -4.24, -2.25], [-1.77, -3.11, -5.55], [-3.25, -3.61, -4.79], [-2.41, -4.72, -5.90], [-0.28, 4.34, -2.83], [-0.32, 3.35, -2.07], [-0.56, 5.61, -2.41], [0.16, 4.21, -4.12], [-0.66, 6.34, -3.08], [-0.99, 5.61, -1.50], [0.55, 3.32, -4.37], [0.41, 5.02, -4.64], [1.67, 0.70, -4.86], [1.56, 0.96, -6.05], [2.82, 0.18, -4.30], [0.62, 0.72, -3.98], [3.63, 0.13, -4.88], [2.86, 0.12, -3.30], [-0.25, 1.13, -4.28], [0.68, 0.22, -3.11], [0.00, -0.69, 0.04], [-0.30, -1.86, -0.24], [-0.29, 0.38, -0.75], [0.82, -0.38, 1.13], [-0.80, 0.35, -1.61], [-0.02, 1.28, -0.36], [1.03, -1.06, 1.85], [1.07, 0.60, 1.14], [1.96, -3.66, -0.75], [1.04, -3.70, -0.49], [1.98, -3.94, -1.70], [0.90, 2.77, 0.26], [0.56, 3.03, -0.63], [0.75, 3.56, 0.83], [-1.84, -3.79, 2.40], [-1.74, -3.29, 3.25], [-1.16, -3.43, 1.81], [3.43, -1.43, -0.24], [3.07, -2.34, -0.41], [2.66, -0.94, 0.08], [-3.42, -2.00, -0.73], [-3.10, -1.17, -1.11], [-4.21, -2.21, -1.23]]}


ΔE to the lowest compared entry with this formula, charge and spin in kcal per mole, matching the order above: 0.00 0.00
Orbital gap in eV, matching the order above: 5.640 9.089
Strongest force on any atom in eV/A, matching the order above: 1.6 2.5